81
Properties=species:S:1:pos:R:3:lowdin_charge:R:1 method="wB97M-V/def2-TZVPD" homo_lumo_gap_ha="0.27796 / 0.26912" molar_mass_g_mol=754.79 de_lowest_kj_mol=0.0 homo_ev="-10.29 / -10.80" spin_multiplicity=3 lumo_ev="-2.72 / -3.48" charge=+1
Mo 0.29474 -0.22588 -0.64887 1.63
C -5.71558 -0.06237 -2.43878 -0.08
C -5.13101 -0.36381 -1.06771 -0.24
N -3.98292 0.47664 -0.74932 -0.01
C -2.72862 0.17622 -1.11829 -0.75
S -1.50511 1.41984 -0.87002 0.67
N -2.48125 -0.97128 -1.68832 0.03
N -1.15475 -1.12423 -1.96456 -0.13
C -0.80775 -1.90351 -2.92981 -0.24
C -1.77730 -2.71912 -3.70829 0.01
C 0.62781 -1.89320 -3.20535 -0.21
C 1.24044 -2.64820 -4.18974 0.03
C 2.60356 -2.51042 -4.39387 -0.01
C 3.32532 -1.63481 -3.60328 -0.02
C 2.65750 -0.94292 -2.61360 -0.13
N 1.33982 -1.04788 -2.43385 -0.05
H -6.57303 -0.70498 -2.63862 0.08
H -6.04815 0.97453 -2.50646 0.07
H -4.96882 -0.23416 -3.21452 0.07
H -5.87382 -0.21982 -0.28237 0.12
H -4.79659 -1.39780 -1.01217 0.11
H -4.14544 1.43219 -0.48078 0.10
H -2.75217 -2.24051 -3.70481 0.07
H -1.44503 -2.87573 -4.73181 0.08
H -1.88281 -3.69410 -3.22457 0.11
H 0.66511 -3.34383 -4.78150 0.12
H 3.09776 -3.09862 -5.15513 0.12
H 4.39254 -1.51513 -3.71437 0.12
H 3.18542 -0.30084 -1.92209 0.13
O 1.31411 0.88663 0.91372 -0.24
C 1.88705 2.16540 0.70607 -0.14
C 2.03853 2.42720 -0.75963 -0.24
C 2.78848 3.49412 -1.23441 0.01
C 2.78244 3.76411 -2.58816 -0.03
C 2.02629 2.96409 -3.43537 -0.03
C 1.33428 1.90366 -2.89479 -0.13
N 1.35477 1.62956 -1.58189 -0.05
H 0.68270 0.96236 1.71831 0.03
H 2.85376 2.22597 1.21041 0.15
H 1.23085 2.93092 1.13337 0.14
H 3.35456 4.10428 -0.54345 0.13
H 3.35152 4.59536 -2.98237 0.12
H 1.97912 3.15679 -4.49724 0.12
H 0.73562 1.24432 -3.50780 0.12
C 2.15541 -3.80863 1.40789 -0.12
S 1.81390 -3.05498 -0.16995 0.46
O 0.50372 -3.47843 -0.62189 -0.32
O 2.92121 -3.36042 -1.04065 -0.30
O 1.77995 -1.56182 0.14074 -0.50
H 2.93918 -4.54456 1.25359 0.07
H 1.24754 -4.28942 1.76174 0.06
H 2.48356 -3.04570 2.10767 0.07
C -0.64298 -1.79771 1.81075 -0.16
O -0.77870 -0.87034 0.75968 -0.51
H -1.45320 -1.62977 2.52480 0.08
H 0.31213 -1.67663 2.32933 0.08
H -0.71657 -2.81331 1.42182 0.08
O -0.18298 1.38787 2.86092 -0.49
S -1.69232 1.27817 2.81396 1.04
C -2.28966 2.95842 2.75679 -0.38
C -3.52002 3.19345 2.16511 -0.10
C -4.01488 4.48958 2.12846 -0.06
C -3.26667 5.52842 2.66282 -0.06
C -2.02639 5.27938 3.23993 -0.06
C -1.53126 3.98632 3.29398 -0.06
C -2.14788 0.88946 4.50109 -0.37
C -3.49126 0.73628 4.81449 -0.08
C -3.84259 0.40979 6.11346 -0.07
C -2.85658 0.22823 7.07629 -0.07
C -1.51834 0.37080 6.74284 -0.06
C -1.15314 0.70245 5.44406 -0.06
H -4.08320 2.37062 1.74009 0.10
H -4.97737 4.68896 1.67668 0.11
H -3.64992 6.53950 2.62883 0.11
H -1.45024 6.09513 3.65575 0.11
H -0.57178 3.76647 3.74513 0.12
H -4.25621 0.87423 4.05918 0.11
H -4.88552 0.29198 6.37497 0.11
H -3.13559 -0.03016 8.08898 0.11
H -0.75318 0.22227 7.49294 0.11
H -0.11652 0.81624 5.15858 0.11

---

79
Properties=species:S:1:pos:R:3:lowdin_charge:R:1 method="wB97M-V/def2-TZVPD" homo_lumo_gap_ha="0.21399 / 0.22119" molar_mass_g_mol=615.65 homo_ev="-15.57 / -15.56" spin_multiplicity=3 lumo_ev="-9.74 / -9.55" charge=+3
V -0.13474 0.21405 -0.08103 1.11
C 2.07860 3.64155 2.48068 -0.05
C 1.73914 2.84959 1.39112 -0.07
N 1.27806 1.60947 1.54086 0.09
C 1.17527 1.15488 2.79222 -0.18
C 1.44969 1.98495 3.88437 -0.02
N 1.89765 3.21436 3.72038 0.14
C 0.76928 -0.24245 2.91841 -0.17
C 0.92092 -0.92005 4.11531 0.09
C 0.52903 -2.25149 4.22806 -0.09
C 0.04007 -2.85489 3.07081 0.09
C -0.04214 -2.12720 1.89928 -0.18
N 0.28272 -0.82147 1.79961 0.06
C -0.62237 -2.72969 0.70393 -0.18
C -0.70341 -4.10860 0.49518 -0.02
N -1.44981 -4.61440 -0.46972 0.15
C -2.13881 -3.76841 -1.22123 -0.05
C -1.95972 -2.39611 -1.10365 -0.07
N -1.16420 -1.86864 -0.17155 0.07
C 0.61846 -2.97966 5.50217 -0.18
C -0.40060 -3.84907 5.88173 0.00
C -0.28554 -4.50548 7.10237 -0.09
N 0.76436 -4.33682 7.88824 0.10
C 1.74548 -3.52295 7.53689 -0.09
C 1.71281 -2.80697 6.34473 0.00
H 2.48880 4.63574 2.35165 0.13
H 1.86641 3.23237 0.39342 0.10
H 1.29236 1.66583 4.90697 0.13
H 1.33792 -0.41182 4.97207 0.13
H -0.27301 -3.88913 3.08662 0.13
H -0.14977 -4.80831 1.11016 0.14
H -2.82706 -4.18998 -1.94341 0.13
H -2.48226 -1.72274 -1.76362 0.11
H -1.28373 -3.99431 5.27093 0.12
H -1.05586 -5.18181 7.45272 0.12
H 2.58048 -3.43864 8.22175 0.12
H 2.53944 -2.16118 6.07340 0.12
C 1.17359 -1.54491 -2.63189 0.00
N -0.07529 -1.38191 -3.33358 -0.08
C -0.18071 -1.89269 -4.70174 -0.07
C -1.55667 -1.39138 -5.13364 -0.07
N -1.91124 -0.41230 -4.09430 -0.05
C -3.28657 0.08222 -4.09027 0.00
C -1.04088 -0.46838 -3.07000 -0.36
N -1.08579 0.20653 -1.93216 -0.04
C -2.07511 1.25462 -1.68838 -0.16
C -1.48687 1.94434 -0.45504 -0.20
N -0.07973 2.04302 -0.69529 -0.08
C 0.49561 2.91429 -1.51987 -0.33
N -0.04561 4.03925 -2.00673 -0.05
C -1.28950 4.69242 -1.62002 0.00
C 0.94788 4.82252 -2.75735 -0.06
C 2.17736 3.91048 -2.78538 -0.06
N 1.76414 2.78463 -1.94745 -0.08
C 2.71155 1.73031 -1.67000 -0.01
H 1.44962 -2.59902 -2.62293 0.12
H 1.07570 -1.21583 -1.59490 0.05
H 1.98064 -0.98332 -3.10730 0.10
H -0.10252 -2.97907 -4.71167 0.14
H 0.62384 -1.48865 -5.32098 0.14
H -2.29586 -2.19484 -5.15268 0.14
H -1.54310 -0.91771 -6.11301 0.14
H -3.73113 -0.17266 -5.04819 0.11
H -3.34015 1.16306 -3.99278 0.09
H -3.89500 -0.38494 -3.31229 0.10
H -3.07708 0.86966 -1.48791 0.13
H -2.11996 1.97096 -2.51221 0.12
H -1.58106 1.23367 0.43553 0.12
H -2.00391 2.84815 -0.14758 0.14
H -1.28884 4.98927 -0.56897 0.11
H -2.16112 4.07412 -1.83265 0.09
H -1.39053 5.59490 -2.21639 0.11
H 1.14399 5.76371 -2.24208 0.14
H 0.57017 5.05253 -3.75210 0.14
H 3.06439 4.38985 -2.36926 0.14
H 2.42503 3.56606 -3.79051 0.14
H 3.61779 2.14694 -1.22599 0.11
H 2.99799 1.22539 -2.59335 0.10
H 2.29104 1.01418 -0.96856 0.06

---

85
Properties=species:S:1:pos:R:3:lowdin_charge:R:1 method="wB97M-V/def2-TZVPD" homo_lumo_gap_ha=0.26406 molar_mass_g_mol=913.54 homo_ev=-10.08 lumo_ev=-2.90 charge=+1
In 0.47693 1.40979 0.16089 0.36
C -1.83927 5.20952 -1.60419 0.00
C -0.85303 4.34894 -0.88022 -0.25
N -0.06190 3.49348 -1.38009 0.03
N -0.02819 3.26769 -2.71930 0.03
C 0.86734 2.36774 -3.18019 -0.81
N 0.92862 2.23339 -4.50196 0.14
S 1.87486 1.48101 -2.14972 0.72
C -0.70983 4.46762 0.60093 -0.22
C -1.11862 5.60415 1.26609 0.01
C -0.92438 5.68641 2.63474 -0.02
C -0.32780 4.62925 3.29722 -0.02
C 0.05878 3.52394 2.56098 -0.14
N -0.12796 3.44214 1.23856 0.05
H -2.13082 4.79237 -2.56659 0.08
H -2.74236 5.28463 -1.00076 0.09
H -1.43270 6.20942 -1.77382 0.11
H -0.70690 3.68968 -3.33565 0.15
H 0.35027 2.76446 -5.13158 0.13
H 1.55457 1.54642 -4.88545 0.11
H -1.58931 6.41342 0.72639 0.12
H -1.23951 6.56838 3.17658 0.12
H -0.16131 4.65238 4.36502 0.12
H 0.53490 2.66875 3.02434 0.08
S 2.50084 1.58193 1.49143 0.66
C 3.14837 -0.03725 1.84292 -0.62
C 4.22831 -0.01050 2.73981 -0.13
C 4.90175 -1.16110 3.09172 -0.07
C 4.51908 -2.38383 2.54845 -0.07
C 3.45990 -2.41986 1.66701 -0.12
C 2.75306 -1.26408 1.30989 -0.38
As 1.30150 -1.48655 0.01581 1.34
C 0.28885 -2.90313 0.88703 -0.39
C -0.59242 -3.67302 0.13335 -0.13
C -1.39529 -4.62831 0.73871 -0.06
C -1.34087 -4.81027 2.11472 -0.07
C -0.47596 -4.03540 2.87866 -0.09
C 0.33705 -3.08303 2.26728 -0.11
C 2.35308 -2.49238 -1.29453 -0.38
C 2.22145 -3.86295 -1.49395 -0.11
C 3.04436 -4.52165 -2.40217 -0.07
C 4.00844 -3.82051 -3.10929 -0.08
C 4.15621 -2.45509 -2.90003 -0.07
C 3.33226 -1.79616 -2.00034 -0.13
H 4.53509 0.94330 3.15182 0.10
H 5.73260 -1.10448 3.78400 0.11
H 5.04569 -3.29365 2.80492 0.11
H 3.17356 -3.37073 1.23508 0.11
H -0.66810 -3.51840 -0.93698 0.10
H -2.07220 -5.22254 0.13867 0.11
H -1.96764 -5.55419 2.59044 0.11
H -0.41752 -4.18091 3.95092 0.12
H 1.00210 -2.48070 2.87160 0.11
H 1.49166 -4.43517 -0.94084 0.09
H 2.93452 -5.58975 -2.54604 0.11
H 4.65165 -4.33679 -3.81057 0.11
H 4.92236 -1.90318 -3.43066 0.11
H 3.47898 -0.73939 -1.83399 0.06
C -3.12832 1.78204 2.91065 -0.04
C -3.24361 0.87948 1.68683 -0.56
O -4.52511 0.25247 1.60105 -0.04
P -1.95134 -0.39930 1.64757 0.51
O -2.15555 -1.19267 0.28988 -0.13
O -2.44544 -1.41832 2.74955 -0.07
O -0.55603 0.12425 1.87058 -0.35
P -2.99930 1.83651 0.10792 0.41
O -3.97282 1.11688 -0.93776 -0.11
O -3.27574 3.27114 0.30779 -0.24
O -1.61462 1.39067 -0.40559 -0.41
H -3.27974 1.20096 3.82277 0.10
H -3.87937 2.56644 2.84558 0.09
H -2.14766 2.25306 2.96306 0.06
H -4.67051 -0.26599 2.40246 0.10
H -1.93668 -0.64199 -0.48663 0.02
H -1.88978 -2.21240 2.83794 0.06
H -4.90197 1.20381 -0.69064 0.10
C -2.71739 -1.31074 -3.08244 -0.38
S -1.16333 -0.38983 -3.06878 0.75
C -0.09391 -1.63890 -3.80330 -0.39
H -2.63678 -2.21051 -2.47011 0.04
H -2.99661 -1.58216 -4.09978 0.04
H -3.48245 -0.66008 -2.66028 0.02
H -0.39219 -1.85178 -4.82952 0.04
H -0.11300 -2.55891 -3.21905 0.03
H 0.92416 -1.24933 -3.78685 0.02